[1]
The following is a DFT calculation (ωB97M-V with the def2-TZVPD basis set) of a cluster of 2 separate species, C8H16O2 in total in a non-equilibrium geometry.

Computed properties:
- E_tot (a.u.) = -464.82972
- orbital gap (eV) = 10.52
- lowest unoccupied orbital energy (eV) = 1.014
- relative energy (zero: lowest compared OMol25 entry of this formula, charge and spin) (eV) = 2.721
- SMILES = C1CCOC1.C1CCOC1

Geometry as ORCA input:
```
! wB97M-V def2-TZVPD RIJCOSX def2/J DEFGRID3
* xyz 0 1
O -1.91 -1.92 -0.33
C -1.81 -3.34 -0.18
C -0.72 -1.35 0.07
C -0.40 -3.46 -0.77
C 0.22 -2.09 -0.76
H -1.82 -3.65 0.89
H -2.58 -3.93 -0.71
H -0.70 -0.25 -0.04
H -0.53 -1.58 1.14
H 0.15 -4.12 -0.08
H -0.52 -3.99 -1.73
H 0.34 -1.65 -1.76
H 1.20 -2.02 -0.24
O 0.61 1.64 -0.80
C -0.46 2.48 -0.34
C 1.76 2.34 -0.35
C -0.03 2.72 1.16
C 1.48 2.70 1.09
H -0.53 3.41 -0.94
H -1.45 1.99 -0.37
H 2.65 1.68 -0.41
H 1.98 3.24 -0.97
H -0.41 3.71 1.47
H -0.42 1.96 1.86
H 1.86 1.85 1.69
H 2.02 3.61 1.42
*
```


[2]
The following is a DFT calculation (ωB97M-V with the def2-TZVPD basis set) of a structure of composition C8H16O4S in a non-equilibrium geometry.

Computed properties:
- E_tot (a.u.) = -1013.26805
- orbital gap (eV) = 10.55
- lowest unoccupied orbital energy (eV) = 0.627
- relative energy (zero: lowest compared OMol25 entry of this formula, charge and spin) (eV) = 7.197

Geometry as ORCA input:
```
! wB97M-V def2-TZVPD RIJCOSX def2/J DEFGRID3
* xyz 0 1
C -3.01 -3.10 0.33
C -1.65 -2.58 -0.43
H -0.84 -3.24 -0.41
O -1.34 -1.43 0.24
C -0.28 -0.91 -0.47
C 0.98 -1.47 0.06
H 0.94 -1.92 1.18
H 1.32 -2.11 -0.84
S 2.18 0.01 -0.11
O 3.03 -0.09 -1.25
O 2.90 0.22 1.23
C 0.93 1.45 -0.17
H 1.05 1.57 -1.19
H 1.36 2.20 0.68
C -0.32 0.69 0.13
O -1.47 1.34 -0.18
C -1.77 2.38 0.44
C -3.11 3.01 -0.20
H -2.77 3.41 -1.38
H -3.45 4.00 0.35
H -3.89 2.30 -0.33
H -1.13 3.40 0.50
H -2.01 2.41 1.49
H -0.50 0.68 1.53
H -0.45 -0.48 -1.64
H -1.92 -2.31 -1.49
H -3.83 -2.53 0.21
H -2.81 -3.17 1.26
H -3.48 -4.03 -0.15
*
```


[3]
The following is a DFT calculation (ωB97M-V with the def2-TZVPD basis set) of a structure of composition C8H16O4V in a non-equilibrium geometry.

Computed properties:
- E_tot (a.u.) = -1558.69961
- orbital gap (alpha / beta) (eV) = 8.93 / 7.71
- lowest unoccupied orbital energy (alpha / beta) (eV) = -6.765 / -7.466
- relative energy (zero: lowest compared OMol25 entry of this formula, charge and spin) (eV) = 0.000

Geometry as ORCA input:
```
! wB97M-V def2-TZVPD RIJCOSX def2/J DEFGRID3
* xyz 2 2
V 0.48 0.54 0.34
C -0.81 -1.05 2.30
C 0.60 -1.58 2.06
O 0.85 -1.40 0.63
C 2.13 -1.60 -0.03
C 1.94 -1.09 -1.46
O 1.41 0.28 -1.38
C 0.57 0.78 -2.47
C -0.38 1.83 -1.90
O -1.04 1.18 -0.77
C -1.91 1.85 0.19
C -2.18 0.82 1.28
O -0.89 0.31 1.75
H -1.05 -1.03 3.36
H -1.55 -1.66 1.77
H 0.61 -2.64 2.32
H 1.36 -1.06 2.64
H 2.37 -2.67 -0.08
H 2.92 -1.08 0.51
H 1.21 -1.70 -1.99
H 2.88 -1.09 -2.00
H 0.01 -0.06 -2.88
H 1.20 1.21 -3.25
H -1.10 2.09 -2.68
H 0.13 2.73 -1.57
H -2.87 2.11 -0.27
H -1.43 2.75 0.56
H -2.75 -0.02 0.88
H -2.73 1.26 2.11
*
```